DFT (ωB97M-V/def2-TZVPD) results for a cluster of 9 separate species, C36H99N9O9 in total.

Values from the calculation:
E_LUMO = 0.0231 Ha
SMILES = COC[C@H](C)N.COC[C@H](C)N.COC[C@H](C)N.COC[C@H](C)N.COC[C@H](C)N.COC[C@H](C)N.COC[C@H](C)N.COC[C@H](C)N.COC[C@H](C)N
HOMO-LUMO gap = 9.2 eV

Geometry (Å):
C 6.7626 -1.2655 -0.2749
O 5.5113 -0.8929 0.2310
C 4.6225 -1.9893 0.1403
C 3.2736 -1.5919 0.7284
C 3.3855 -1.1665 2.2045
N 2.2357 -2.6135 0.5693
H 6.7364 -1.3884 -1.3635
H 7.2322 -2.1505 0.1619
H 7.4940 -0.4612 -0.1586
H 4.4997 -2.3403 -0.8943
H 5.0296 -2.8958 0.6124
H 2.9986 -0.6911 0.1691
H 4.1691 -0.4112 2.2906
H 3.6890 -1.9855 2.8605
H 2.4171 -0.7885 2.5331
H 2.6728 -3.5253 0.5363
H 1.5835 -2.5296 1.3378
C -2.7679 -0.7676 -5.4166
O -1.4729 -0.4446 -4.9460
C -1.2651 -0.6630 -3.5845
C 0.1746 -0.3722 -3.1358
C 1.1471 -1.0495 -4.1278
N 0.3813 -1.0392 -1.8508
H -3.4817 -0.6822 -4.5948
H -2.7067 -1.7729 -5.8451
H -3.0582 -0.1015 -6.2285
H -1.9314 -0.0437 -2.9596
H -1.5423 -1.6883 -3.3020
H 0.3889 0.6962 -3.0423
H 0.7862 -1.9580 -4.6079
H 2.1624 -1.1323 -3.7474
H 1.1377 -0.3580 -4.9828
H 0.0974 -0.4749 -1.0521
H 1.3396 -1.3165 -1.6939
C -6.1530 -5.1421 1.7110
O -5.9130 -3.7486 1.8601
C -6.9635 -2.9271 1.3615
C -6.4898 -1.4737 1.2188
C -7.5400 -0.4097 0.9454
N -5.4311 -1.3969 0.2059
H -6.9572 -5.3968 2.4080
H -5.2040 -5.6409 1.8859
H -6.4714 -5.3659 0.6870
H -7.3249 -3.2805 0.3904
H -7.7296 -3.0073 2.1436
H -6.0258 -1.1764 2.1633
H -7.1145 0.5890 0.9636
H -8.2293 -0.5298 1.7919
H -8.1845 -0.5222 0.0716
H -5.8148 -1.7383 -0.6786
H -4.7693 -2.1555 0.3870
C -2.0309 -6.0082 -4.7749
O -2.9200 -5.5036 -3.8196
C -2.3049 -4.6912 -2.8433
C -2.0285 -5.3886 -1.5170
C -3.2830 -6.0587 -0.9431
N -1.3855 -4.4945 -0.5656
H -0.9819 -6.1295 -4.4875
H -1.9847 -5.4271 -5.7058
H -2.3380 -6.9970 -5.1284
H -1.3626 -4.2501 -3.1969
H -2.9615 -3.8176 -2.7370
H -1.3647 -6.2178 -1.8147
H -4.1568 -5.8193 -1.5560
H -3.5472 -5.4947 -0.0416
H -3.1848 -7.1335 -0.8427
H -1.1350 -5.0428 0.2474
H -0.5698 -4.0572 -0.9818
C 0.7388 1.7693 0.5769
O -0.1404 0.6711 0.6312
C -0.7813 0.3556 1.8557
C -1.6833 -0.8294 1.5271
C -2.5874 -1.1470 2.7245
N -0.8374 -1.9808 1.2712
H 1.2894 1.8464 1.5186
H 0.1724 2.6826 0.3673
H 1.4479 1.6695 -0.2472
H -0.0732 0.0005 2.6146
H -1.3403 1.2389 2.1793
H -2.1654 -0.5527 0.5796
H -2.8889 -2.1942 2.7030
H -3.5292 -0.5916 2.7804
H -2.1072 -0.8836 3.6691
H -0.1236 -1.7351 0.5987
H -1.4319 -2.7556 1.0129
C 4.7201 4.1501 -4.3605
O 5.7127 3.5029 -3.6012
C 5.7389 2.0886 -3.8801
C 4.7010 1.1505 -3.2418
C 4.3471 1.3354 -1.7811
N 5.1015 -0.2388 -3.4575
H 4.9190 4.2097 -5.4378
H 4.5420 5.1889 -4.0812
H 3.7473 3.6751 -4.1887
H 5.8891 1.9340 -4.9518
H 6.6989 1.8121 -3.4259
H 3.7345 1.2333 -3.7553
H 3.9103 0.4124 -1.4179
H 3.7527 2.2266 -1.6359
H 5.2686 1.4930 -1.2054
H 5.2606 -0.3716 -4.4568
H 6.0364 -0.3843 -3.0758
C -0.4562 6.8136 -3.2836
O 0.2809 6.1579 -2.2847
C 1.6325 5.9562 -2.5861
C 2.2656 5.1894 -1.3832
C 1.9820 6.0102 -0.1158
N 3.7172 5.0630 -1.4750
H -0.7363 6.0701 -4.0440
H 0.1121 7.6070 -3.7820
H -1.3674 7.2132 -2.8414
H 1.8195 5.3255 -3.4619
H 2.1119 6.9424 -2.6056
H 1.7245 4.2407 -1.3768
H 2.4111 5.6817 0.8317
H 0.8981 6.0966 0.0157
H 2.2905 7.0567 -0.2172
H 4.1935 5.6084 -0.7717
H 4.0585 4.1302 -1.3262
C -8.0644 0.1916 8.4280
O -7.7624 -0.7417 7.4078
C -6.3675 -0.8169 7.2030
C -5.8726 -2.0755 6.5028
C -6.3686 -2.2206 5.0611
N -6.4282 -3.2628 7.2257
H -9.0925 -0.0278 8.7227
H -7.9788 1.2029 8.0303
H -7.5400 0.0947 9.3840
H -5.9912 0.0675 6.6699
H -5.8674 -0.7618 8.1804
H -4.8039 -2.2307 6.6645
H -6.1923 -3.2076 4.6314
H -5.8228 -1.6093 4.3295
H -7.3989 -1.9041 4.9034
H -6.3672 -3.0647 8.2234
H -5.7942 -4.0461 7.1026
C 4.1649 2.5816 2.1107
O 4.7331 3.7828 1.6490
C 5.9481 3.6541 0.9731
C 6.4887 5.0567 0.7323
C 7.5450 4.9748 -0.3865
N 7.2093 5.7281 1.8625
H 3.6810 1.9710 1.3442
H 3.5775 2.7894 3.0046
H 4.9603 1.9406 2.5238
H 6.6956 2.9993 1.4490
H 5.8380 3.1599 -0.0071
H 5.7467 5.8390 0.5613
H 8.4195 4.3467 -0.2162
H 7.9188 5.8946 -0.8355
H 6.9405 4.5378 -1.1963
H 6.8674 5.3771 2.7650
H 8.1540 5.3440 1.9206

DFT (ωB97M-V/def2-TZVPD) results for a cluster of 11 separate species, C37H105N9O11 in total.

Values from the calculation:
E_LUMO = 0.0183 Ha
SMILES = COC[C@H](C)N.COC[C@H](C)N.COC[C@H](C)N.COC[C@H](C)N.COC[C@H](C)N.COC[C@H](C)N.COC[C@H](C)N.COC[C@H](C)N.COC[C@H](C)N.CO.O
HOMO-LUMO gap = 9.2 eV

Geometry (Å):
C -3.9102 5.6264 -15.4639
O -2.9863 6.6701 -15.3022
C -1.5547 6.3387 -15.3028
C -0.9910 6.0824 -16.7105
C 0.4866 5.5583 -16.7111
N -1.0615 7.2920 -17.4853
H -3.9151 5.1731 -16.4552
H -4.9143 5.9921 -15.2492
H -3.7403 4.8970 -14.6719
H -1.0713 7.2199 -14.8810
H -1.3877 5.4050 -14.7656
H -1.5377 5.3556 -17.3113
H 0.6886 4.7274 -16.0351
H 1.1461 6.3835 -16.4424
H 0.7752 5.3686 -17.7450
H -1.7820 7.9488 -17.2215
H -1.3589 7.1116 -18.4336
C -12.5561 1.4897 -13.3912
O -12.1260 2.3120 -14.4944
C -10.8582 3.0050 -14.2130
C -10.2441 3.3940 -15.5717
C -10.0255 2.3458 -16.5926
N -8.9633 4.0342 -15.2680
H -11.8902 0.6469 -13.2059
H -13.5868 1.1379 -13.4361
H -12.4186 2.0379 -12.4592
H -10.9040 3.8411 -13.5152
H -10.0251 2.3805 -13.8902
H -10.8924 4.1670 -15.9842
H -9.0286 2.3761 -17.0325
H -10.8308 2.1957 -17.3116
H -9.9401 1.4014 -16.0551
H -8.2694 3.5065 -14.7579
H -8.3767 4.2046 -16.0723
C -7.8579 5.5581 -22.8373
O -9.0093 6.2540 -22.3255
C -9.3564 7.4588 -23.0492
C -10.8229 7.7721 -22.6772
C -11.3518 8.8530 -23.6207
N -10.9336 8.2589 -21.3460
H -7.7835 4.5987 -22.3254
H -7.1051 6.3130 -22.6105
H -7.8433 5.5270 -23.9268
H -8.7093 8.2828 -22.7486
H -9.2476 7.2659 -24.1165
H -11.4510 6.8814 -22.6916
H -11.5692 8.5030 -24.6298
H -10.7618 9.7579 -23.7660
H -12.3860 9.0695 -23.3528
H -10.6168 7.5728 -20.6759
H -11.9191 8.3241 -21.1348
C -3.7539 5.0248 -24.6147
O -4.0567 3.6469 -24.3938
C -5.3905 3.2475 -24.8470
C -5.4774 1.7305 -24.9429
C -6.5288 1.1693 -25.7782
N -5.8310 1.1832 -23.6713
H -2.7587 5.2457 -24.2289
H -4.4901 5.6457 -24.1041
H -3.6327 5.3303 -25.6540
H -6.2279 3.5229 -24.2059
H -5.3840 3.6160 -25.8728
H -4.4990 1.3215 -25.1948
H -6.1882 1.1596 -26.8136
H -7.5285 1.5757 -25.6247
H -6.8571 0.1438 -25.6085
H -5.8080 0.1736 -23.6576
H -5.1126 1.5531 -23.0652
C -1.0980 -0.7187 -22.1117
O -1.0147 -0.5722 -20.7064
C 0.1516 0.0753 -20.2659
C 0.1801 0.3255 -18.7788
C -1.0510 1.2199 -18.4667
N 1.3449 1.0073 -18.3301
H -2.1692 -0.7963 -22.2975
H -0.5654 -1.5448 -22.5828
H -0.8629 0.2162 -22.6203
H 1.0840 -0.2874 -20.6985
H 0.2284 1.0889 -20.6593
H 0.0183 -0.6604 -18.3430
H -1.9254 0.7397 -18.9061
H -0.9170 2.2514 -18.7923
H -1.2738 1.2558 -17.4003
H 2.0660 0.3075 -18.4326
H 1.2154 0.8457 -17.3416
C -11.4303 7.6545 -16.0235
O -12.2359 8.7137 -16.6045
C -13.3582 8.2445 -17.2958
C -14.1631 9.4256 -17.7636
C -15.5503 9.2295 -18.4209
N -13.2802 10.1256 -18.7297
H -11.1536 6.8820 -16.7408
H -12.0224 7.1717 -15.2460
H -10.5771 8.2112 -15.6358
H -12.8949 7.6707 -18.0984
H -14.0026 7.5378 -16.7729
H -14.3324 10.1896 -17.0049
H -15.5726 8.6433 -19.3396
H -15.9749 10.1920 -18.7065
H -16.1286 8.7785 -17.6145
H -13.5809 11.0817 -18.8545
H -12.3848 10.2147 -18.2711
C -4.2212 3.3600 -20.0170
O -5.0458 4.0140 -19.0954
C -6.1721 4.7445 -19.5370
C -7.2372 4.4641 -18.4124
C -8.5911 5.1380 -18.5704
N -6.6731 4.9653 -17.2110
H -4.0029 4.0235 -20.8538
H -4.7002 2.5084 -20.5003
H -3.3452 2.9804 -19.4911
H -5.8839 5.7846 -19.6896
H -6.5832 4.3765 -20.4770
H -7.3449 3.3857 -18.2955
H -8.9307 4.5415 -19.4171
H -8.5635 6.1406 -18.9972
H -9.3104 4.9849 -17.7659
H -6.2866 5.8703 -17.4382
H -5.7652 4.5717 -17.0086
C -4.7129 1.6021 -16.6468
O -5.0711 0.7156 -17.6597
C -4.5193 -0.5609 -17.5657
C -4.9866 -1.3428 -18.7879
C -4.4096 -2.7536 -18.8440
N -4.5610 -0.7531 -20.0334
H -5.3756 2.4674 -16.6328
H -3.7411 2.0525 -16.8492
H -4.6881 1.2172 -15.6273
H -3.4302 -0.5233 -17.5915
H -4.8594 -1.1088 -16.6870
H -6.0678 -1.3682 -18.6518
H -4.7099 -3.3185 -19.7265
H -4.8464 -3.3960 -18.0794
H -3.3349 -2.7263 -18.6636
H -3.5745 -0.9697 -20.0309
H -4.7819 0.1763 -19.7054
C -10.6496 3.1981 -22.0085
O -11.6606 2.2866 -22.2436
C -11.9532 2.1300 -23.5798
C -12.9153 1.0040 -23.9390
C -14.2472 1.2204 -23.1976
N -12.3952 -0.2459 -23.5655
H -9.6242 2.8314 -22.0554
H -10.6728 3.6331 -21.0093
H -10.6618 4.0360 -22.7056
H -12.2999 3.0424 -24.0650
H -10.9982 1.8858 -24.0450
H -13.1289 0.9114 -25.0039
H -14.7082 2.2042 -23.2854
H -14.1024 0.9522 -22.1510
H -14.8686 0.3966 -23.5488
H -11.4892 -0.4862 -23.9417
H -12.1635 0.0857 -22.6401
C -2.7135 6.5468 -20.6868
O -2.1791 7.8332 -20.4828
H -2.5578 5.9750 -19.7720
H -3.7842 6.5253 -20.8898
H -2.2536 6.1222 -21.5792
H -1.2735 7.8443 -20.1645
O -4.4667 7.7072 -18.5416
H -4.2536 7.9284 -17.6350
H -4.1207 8.4376 -19.0545

Per-record HOMO, eV: -8.6 -8.7
Per-record relative energy (zero: lowest compared OMol25 entry of this formula, charge and spin), eV: 3.330 0.000